(1)
64
Properties=species:S:1:pos:R:3:forces:R:3 method="wB97M-V/def2-TZVPD" smiles=C1CCOC1.C1CCOC1.C1CCOC1.ClCCl.ClCCl.ClCCl.ClCCl.ClCCl
Cl 13.159116 12.793503 16.850806 -0.234 -0.233 0.312
Cl 10.660073 16.888634 15.136970 -0.149 -0.323 0.192
H 12.909464 14.846607 15.715188 0.418 -0.152 0.323
H 8.226912 9.356563 15.981181 -0.122 0.092 -0.261
O 6.854393 14.060054 5.954750 -1.006 0.782 -1.255
H 7.416461 10.938364 12.849314 0.012 -0.336 0.449
H 12.030963 11.631707 13.218243 0.232 0.325 -0.178
Cl 14.006180 13.509425 14.173263 0.440 0.123 0.048
H 9.213596 9.081099 10.070686 -0.492 0.560 -0.076
C 7.414224 9.087676 15.294394 -0.585 -0.758 0.854
O 7.967926 8.417965 14.167800 -0.958 0.794 -1.492
C 13.709765 14.105127 15.826928 -0.817 -0.098 -0.610
H 6.739109 14.356355 8.005883 -0.040 -0.277 -0.993
Cl 12.812219 9.350616 14.623248 -0.495 0.227 0.093
H 11.584504 17.555975 13.081958 -0.100 0.676 0.842
H 10.380521 11.176993 12.982470 -0.938 -0.242 0.324
O 11.338967 7.643368 11.638032 0.285 0.777 0.034
H 12.082437 9.044562 10.286585 0.598 0.147 0.078
Cl 13.149509 18.362855 14.700313 -0.521 0.006 -0.277
C 7.446290 13.086622 5.146066 1.334 -0.956 0.575
H 7.590032 16.107268 13.979631 -1.379 0.005 0.630
C 11.497076 18.030394 14.086972 -0.088 0.255 -0.379
Cl 6.206010 15.119726 15.684863 0.025 -0.036 0.511
H 6.408636 12.059963 7.974720 -1.310 -0.627 0.591
C 10.887946 6.503360 10.896932 -1.957 1.823 1.057
H 10.658190 5.778263 11.663554 -0.207 -0.430 -0.092
H 10.561194 9.062550 15.453680 -0.857 1.326 0.699
C 7.326208 13.834698 7.206487 0.662 0.035 3.381
C 7.097666 8.785009 13.007659 1.090 -0.287 0.853
C 11.313506 8.480948 15.031188 1.596 -2.021 -0.625
H 11.590058 6.136782 10.212268 1.565 -0.538 -0.806
H 7.694930 8.675930 12.099020 -0.001 -0.172 0.195
H 10.960719 8.003145 14.112713 0.152 -0.033 0.309
H 7.002255 13.071779 4.190242 -0.847 0.037 -1.008
H 8.502691 13.350130 4.982477 0.046 -0.140 0.150
H 8.099464 11.012036 5.831784 0.225 0.337 -0.312
C 7.312009 11.757709 5.933388 0.390 0.948 1.511
C 10.091757 8.504074 9.855241 -0.385 0.954 -1.743
H 6.818435 11.246405 15.158284 0.175 -0.028 0.410
H 10.878301 18.956321 14.128149 0.837 -0.685 -0.362
C 7.276530 12.296433 7.439818 1.452 0.722 -2.258
Cl 10.618694 13.421659 13.932503 -0.042 -1.130 -0.624
H 8.697680 6.976291 10.512382 0.727 -0.191 -0.061
Cl 11.731087 7.204066 16.261157 -0.424 0.470 -0.591
C 11.062631 11.986775 12.891127 0.389 1.331 -0.023
C 6.553869 10.255803 14.804868 -0.072 0.381 -0.728
H 8.146211 11.930721 7.961448 0.228 -0.037 0.368
C 11.176789 8.851856 10.841981 0.286 -1.761 0.118
Cl 11.078439 12.463830 11.161727 0.130 -0.126 0.560
H 5.496904 10.092844 15.017457 0.105 -0.035 0.321
H 8.340471 14.268463 7.375648 -0.138 -0.491 -0.478
Cl 5.496568 17.366130 13.863103 0.513 -0.302 0.402
C 9.701212 7.035985 10.045397 0.485 -0.948 -0.223
H 6.751056 8.374399 15.846259 0.505 0.388 -0.259
H 14.616427 14.472447 16.266411 0.311 0.357 -0.136
H 9.700392 6.432538 9.113072 -0.320 0.584 0.384
H 10.441106 8.831857 8.823594 -0.615 -0.806 1.044
C 6.692491 10.222334 13.274519 0.416 -0.046 -0.070
H 5.751999 10.473898 12.824648 -0.554 0.017 -0.387
H 6.405971 11.262869 5.690011 -0.985 -0.342 -0.251
H 6.237315 8.106118 12.963918 0.105 0.057 0.116
H 6.167313 15.234222 13.368224 0.013 -0.320 0.042
H 10.951242 9.719221 11.451116 0.001 -0.254 0.369
C 6.494051 15.888710 14.162825 0.890 0.628 -1.586

(2)
10
Properties=species:S:1:pos:R:3:forces:R:3 method="wB97M-V/def2-TZVPD" relative_energy_kj_mol=489.9
H 0.995356 -2.089616 2.135178 -0.018 0.060 -0.335
O -0.068055 2.134508 -2.333735 -0.605 0.545 -2.950
H -1.092180 0.086918 -0.305826 -2.852 0.597 1.406
Cl -1.543115 0.217227 -3.269815 0.949 0.525 0.071
C 0.895989 -0.551353 0.458909 0.379 -3.342 3.231
Br -2.501983 0.437781 0.398737 2.469 -0.578 -1.298
C -0.152794 0.847993 -2.280742 -1.179 0.522 0.026
H 0.746613 0.031063 -0.345600 0.065 1.845 -2.271
C 0.934727 -1.433889 1.289537 0.109 1.262 -0.471
H -0.500442 2.607478 -3.190261 0.685 -1.436 2.590

(3)
8
Properties=species:S:1:pos:R:3:forces:R:3 method="wB97M-V/def2-TZVPD" smiles="O=[N+]([O-])CO" relative_energy_kj_mol=279.7
H 1.966668 0.009629 0.355996 0.699 0.417 0.911
O -2.109147 0.002744 0.173201 -2.841 1.208 -0.081
C 0.318600 0.369462 -0.469694 -1.939 0.428 2.673
O -0.788561 -1.459805 1.043607 -0.229 1.362 -0.155
O 1.383783 -0.405395 -0.250662 -0.304 -1.338 -2.308
H 0.446622 1.248267 0.139567 -0.591 0.721 -0.014
H -0.158781 0.659739 -1.441159 0.757 -1.285 0.563
N -1.059185 -0.424640 0.449144 4.448 -1.514 -1.587

Number 1: lowest unoccupied orbital energy 0.19 eV, gap between HOMO and LUMO 10.114 eV, highest occupied orbital energy -9.9 eV. Number 2: lowest unoccupied orbital energy -0.68 eV, gap between HOMO and LUMO 9.576 eV, highest occupied orbital energy -10.3 eV. Number 3: lowest unoccupied orbital energy 0.42 eV, gap between HOMO and LUMO 10.444 eV, highest occupied orbital energy -10.0 eV.